(1)
16
Properties=species:S:1:pos:R:3:forces:R:3:lowdin_charge:R:1 method="wB97M-V/def2-TZVPD" total_energy_ev=-152873.712 e_lumo_ev=-0.28 homo_energy_ev=-8.88 smiles="CN1NC(Br)=C([N+](=O)[O-])[C@@H]1Br"
C 1.51036 -1.69837 0.73298 0.1 -0.2 -0.1 -0.088
N 0.49928 -0.66608 0.68207 -0.3 0.0 0.3 -0.240
N -0.72218 -1.10046 0.08982 0.2 -0.3 -0.4 0.008
C -1.50295 -0.06783 -0.29632 -0.3 0.6 -0.2 -0.691
Br -3.28749 -0.43629 -0.74039 0.4 0.0 0.1 0.850
C -0.87031 1.12325 -0.33195 4.7 -2.8 1.8 -0.115
N -1.21361 2.40784 -0.69104 -0.5 0.3 -0.1 -0.418
O -2.38145 2.57431 -1.01115 -0.2 0.4 -0.2 0.033
O -0.35958 3.27252 -0.63982 0.1 0.1 0.0 0.073
C 0.85987 0.57824 0.14859 -4.2 1.8 -1.5 -0.502
Br 1.95826 0.56497 -1.51682 -0.1 0.0 0.2 0.618
H 2.34345 -1.31774 1.32329 0.0 -0.1 0.0 0.097
H 1.09552 -2.57359 1.23221 0.1 0.0 0.0 0.087
H 1.87710 -1.97601 -0.26300 -0.1 0.0 0.1 0.060
H -1.10884 -1.96618 0.44199 0.0 0.3 0.1 0.142
H 1.30257 1.28142 0.83954 0.2 -0.1 -0.1 0.084

(2)
34
Properties=species:S:1:pos:R:3:forces:R:3:lowdin_charge:R:1 method="wB97M-V/def2-TZVPD" total_energy_ev=-22966.286 e_lumo_ev=-1.53 homo_energy_ev=-9.68 smiles="CC(=O)C(C(C)=O)C1=C(C)C(=O)C(C)=C(C)C1=O"
C 1.37605 -2.97647 -2.59345 -1.2 1.0 -0.7 0.004
C 0.57171 -2.39729 -1.43246 2.7 -0.8 1.5 -0.381
O 0.77775 -2.89327 -0.34028 -0.8 0.2 -0.4 0.090
C -0.12616 -1.05053 -1.55063 -0.9 0.8 1.4 -0.102
C -1.61520 -1.27603 -1.90967 -0.7 -0.1 -2.2 -0.359
C -2.63490 -0.11371 -1.80403 0.0 -0.4 0.2 0.009
O -1.94894 -2.29369 -2.51117 0.6 1.1 1.3 0.078
C 0.00610 -0.16491 -0.24710 -0.4 -0.8 0.9 -0.019
C -0.50708 -0.49489 0.98684 0.0 -1.8 -2.7 -0.103
C -1.39011 -1.73896 1.26581 1.2 0.6 0.4 0.000
C -0.22377 0.35058 2.13300 -1.0 0.5 2.6 -0.290
O -0.75120 0.06957 3.22595 1.0 0.5 -1.7 0.097
C 0.63084 1.57190 2.02719 0.7 1.6 -1.8 -0.100
C 0.83873 2.37329 3.30778 0.2 -0.4 -0.3 -0.025
C 1.06180 2.00204 0.76908 -0.2 -0.8 3.2 -0.120
C 1.94240 3.22788 0.55080 -0.8 -0.2 -0.5 -0.025
C 0.64637 1.19001 -0.37055 0.0 0.5 -2.8 -0.283
O 0.76470 1.69816 -1.50154 -0.1 -1.0 1.3 0.080
H 1.84278 -3.92185 -2.36154 0.0 0.0 0.4 0.080
H 0.66168 -3.12916 -3.40722 0.3 0.1 -0.3 0.084
H 2.13330 -2.22520 -2.89831 -0.4 -0.4 0.1 0.099
H 0.35109 -0.52993 -2.38687 -0.3 0.3 0.1 0.152
H -3.61353 -0.54811 -1.51521 0.6 0.3 0.0 0.094
H -2.79697 0.31668 -2.81628 0.4 -0.3 0.5 0.099
H -2.33872 0.69254 -1.11327 -0.1 -0.4 -0.3 0.078
H -2.37400 -1.38762 1.53768 -0.3 0.1 0.4 0.085
H -0.95089 -2.33550 2.09840 -0.4 0.6 -0.5 0.108
H -1.49031 -2.41221 0.42824 0.2 0.1 -0.3 0.063
H 1.41340 1.77067 4.03089 -0.5 0.2 -0.1 0.098
H -0.12224 2.67303 3.73168 0.0 -0.4 0.1 0.090
H 1.37285 3.31210 3.16025 0.1 -0.2 -0.3 0.067
H 2.62851 3.32193 1.37175 0.3 0.1 0.4 0.066
H 1.33077 4.14928 0.50897 0.3 -0.4 0.0 0.102
H 2.53317 3.16970 -0.37474 -0.4 -0.1 0.2 0.086

(3)
7
Properties=species:S:1:pos:R:3:forces:R:3:lowdin_charge:R:1 method="wB97M-V/def2-TZVPD" multiplicity=3 total_energy_ev=-24263.545 e_lumo_ev="0.66 / -4.19" homo_energy_ev="-6.39 / -9.58"
O -0.74161 0.75681 -1.03984 0.0 -0.8 0.1 -0.443
O -0.37412 -1.29389 0.51860 0.6 -1.5 2.0 -0.293
P 0.61105 -0.08203 0.34327 -3.8 1.8 -5.5 0.317
S 1.51562 0.63593 1.88165 2.4 0.3 3.7 0.426
H -1.15043 1.63822 -1.06046 0.5 -0.3 0.4 -0.033
H -1.16755 -1.05191 0.06739 -1.4 0.6 -0.7 0.036
H 1.30703 -0.60314 -0.71061 1.7 -0.1 0.0 -0.010

(4)
22
Properties=species:S:1:pos:R:3:forces:R:3:lowdin_charge:R:1 method="wB97M-V/def2-TZVPD" total_energy_ev=-10986.583 e_lumo_ev=0.72 homo_energy_ev=-8.73 smiles=CN(C)C.O.O.O
C -1.17626 -0.71469 -0.91755 -0.1 0.8 -0.2 -0.078
N -1.16826 0.73346 -1.10702 0.1 0.2 1.0 -0.382
C -2.25789 1.33164 -1.82740 0.1 0.0 -0.1 -0.106
C 0.11913 1.27695 -1.47924 0.1 -0.5 0.3 -0.114
H -2.20300 -1.03133 -0.74653 0.0 -0.2 -0.1 0.083
H -0.73995 -1.21701 -1.78163 0.0 -0.4 -0.1 0.086
H -0.60913 -0.93501 -0.01593 0.2 -0.2 -0.1 0.075
H -2.27509 2.39769 -1.60126 -0.2 0.1 0.0 0.083
H -3.20783 0.87985 -1.54672 0.0 0.0 0.1 0.082
H -2.14224 1.24394 -2.90847 -0.1 -0.1 -0.4 0.080
H 0.12737 2.34801 -1.30455 0.0 0.3 -0.3 0.087
H 0.87902 0.85146 -0.82307 0.1 -0.1 0.0 0.085
H 0.41068 1.04093 -2.50950 0.0 0.1 -0.2 0.089
O 2.06205 -3.30359 0.34536 -0.1 0.0 -0.4 -0.073
H 2.42281 -2.48836 0.72430 -0.1 -0.6 0.4 0.026
H 2.11489 -4.04552 0.96062 0.2 0.6 0.1 0.034
O -0.38709 1.10215 1.68461 -0.1 0.2 0.2 -0.063
H -1.25118 0.86352 2.03453 0.1 0.0 0.1 0.056
H -0.58010 1.30545 0.75192 -0.2 -0.2 -0.1 0.008
O 2.16623 -0.04658 2.49175 0.1 0.1 -0.1 -0.078
H 1.26351 0.30184 2.41925 0.0 0.0 -0.2 -0.011
H 2.72673 0.71569 2.29932 -0.1 -0.2 0.1 0.033

(5)
26
Properties=species:S:1:pos:R:3:forces:R:3:lowdin_charge:R:1 method="wB97M-V/def2-TZVPD" total_energy_ev=-25874.738 e_lumo_ev=3.07 charge=-1 homo_energy_ev=-5.52
C 4.00394 1.04206 -0.59869 0.8 -2.5 -2.3 -0.177
C 2.43979 0.60934 1.11218 -2.3 -3.5 -1.0 -0.102
C 2.75509 -0.92914 -0.76860 -0.4 1.6 0.3 -0.074
C -2.35004 0.15521 -0.57268 -0.6 1.2 1.6 -0.146
C -2.09634 -1.11439 0.21058 -1.2 -0.7 -1.1 -0.606
N -3.17670 -1.98562 0.09242 2.6 -0.7 0.5 0.133
N 2.74403 0.50591 -0.29871 -1.4 -0.5 -0.6 -0.313
O -3.75954 0.80422 1.56421 0.2 -1.8 -0.4 -0.197
O -5.17478 -0.05644 -0.31827 -0.1 -0.7 -0.8 -0.362
O -4.10452 2.34230 -0.35370 0.0 -0.3 -0.8 -0.390
O -1.04761 -1.37124 0.76419 0.4 -0.3 0.1 0.004
P -4.04978 0.87635 -0.07444 1.2 1.7 1.8 0.260
H 4.14283 0.85259 -1.65102 0.1 0.0 -0.9 0.074
H 4.09540 2.05857 -0.58867 0.2 2.8 1.1 0.056
H 4.86477 0.47691 -0.23279 0.4 0.1 1.1 0.085
H 2.85956 1.41610 1.61043 0.3 2.0 0.5 0.050
H 1.31244 0.45755 1.19090 1.4 0.6 0.5 0.108
H 2.91383 -0.27816 1.55413 -0.1 -0.1 0.7 0.073
H 3.03259 -0.96952 -1.78971 0.0 0.5 -1.4 0.053
H 3.66036 -1.27145 -0.31978 0.4 -1.6 1.0 0.057
H 1.83287 -1.54269 -0.72560 0.5 0.7 0.9 0.100
H -2.42032 -0.07188 -1.62128 0.3 -0.1 -0.5 0.073
H -1.54928 0.90250 -0.30047 -1.0 -0.7 -0.6 0.103
H -4.04781 -1.54728 -0.08456 -1.4 0.1 -0.4 0.015
H -3.03738 -2.99200 0.20524 -0.2 0.9 0.3 0.102
H -3.84340 1.63020 1.99468 -0.1 1.4 0.2 0.020

(6)
99
Properties=species:S:1:pos:R:3:forces:R:3:lowdin_charge:R:1 method="wB97M-V/def2-TZVPD" multiplicity=3 total_energy_ev=-64544.837 e_lumo_ev="-0.15 / -2.18" homo_energy_ev="-4.93 / -6.61"
Pd -0.00470 -0.32059 0.18322 0.0 0.1 0.0 0.966
C -5.85492 -1.40483 1.89063 0.1 0.0 0.1 -0.084
C -4.85399 -1.02155 2.99060 0.0 0.0 -0.1 -0.191
C -3.65766 -0.30549 2.44451 0.0 0.0 0.0 -0.132
C -3.39535 1.01841 2.46553 -0.1 0.0 -0.1 -0.135
C -4.20065 2.11381 3.09355 0.1 0.0 0.1 -0.193
C -3.69942 2.48422 4.49696 0.0 0.0 -0.1 -0.083
C -2.13301 1.20791 1.76454 0.1 0.2 0.1 -0.237
N -1.64815 -0.00190 1.34281 0.0 -0.2 0.0 0.008
C -2.55427 -0.94569 1.73989 0.0 0.2 0.0 -0.224
C -2.42499 -2.29395 1.55293 0.0 -0.1 0.0 0.064
C -1.36738 -2.95614 0.90627 -0.1 -0.1 0.0 -0.233
C -1.23102 -4.36286 0.78887 -0.1 0.0 0.1 -0.147
C -2.14764 -5.37650 1.40973 0.1 0.1 0.1 -0.193
C -1.82829 -5.62158 2.89172 0.0 0.0 -0.1 -0.086
C -0.07878 -4.58392 0.05953 0.2 0.0 -0.1 -0.147
C 0.45667 -3.30405 -0.24515 -0.2 -0.2 0.1 -0.232
C 1.62385 -3.07264 -1.01326 0.1 0.1 0.0 0.066
C 2.20233 -1.86315 -1.26100 0.0 -0.2 0.0 -0.231
N 1.74880 -0.65992 -0.79343 0.1 0.2 0.1 0.000
C 2.59301 0.29620 -1.28783 0.0 -0.1 0.0 -0.229
C 2.49043 1.63941 -1.06268 0.0 0.1 0.0 0.059
C 1.50422 2.29363 -0.29068 0.1 0.1 0.0 -0.240
N 0.45083 1.66597 0.30982 -0.1 -0.1 0.0 0.004
C -0.27427 2.63606 0.93400 0.2 0.1 -0.1 -0.267
C -1.50847 2.41154 1.59770 -0.1 0.0 0.0 0.038
C 0.34283 3.89718 0.76296 -0.2 0.1 0.0 -0.169
C 1.46607 3.68180 -0.02003 0.1 0.0 -0.1 -0.159
C 2.49560 4.67912 -0.46076 0.0 -0.1 0.1 -0.199
C 3.74443 4.67403 0.43102 0.0 0.0 0.0 -0.086
C -0.14103 5.18284 1.36437 0.1 -0.1 0.1 -0.201
C 0.21968 5.31405 2.85117 0.0 0.0 -0.1 -0.083
C 3.64585 -0.33486 -2.07524 0.0 0.0 0.0 -0.133
C 3.40275 -1.66165 -2.06161 0.0 0.0 -0.1 -0.133
C 4.20489 -2.75539 -2.69520 0.0 0.0 0.2 -0.191
C 5.17905 -3.40830 -1.70615 0.0 0.0 0.0 -0.083
C 4.73651 0.39779 -2.79411 -0.1 0.0 0.0 -0.191
C 4.26285 0.95981 -4.14063 0.0 0.0 0.0 -0.086
N -0.32288 -2.32830 0.28578 0.1 0.2 0.0 0.003
C 0.57228 -5.89197 -0.28520 0.0 0.1 0.1 -0.192
C 1.73688 -6.22807 0.65811 -0.1 0.0 -0.1 -0.085
H -6.69098 -1.97577 2.30014 0.0 0.0 0.0 0.070
H -5.37134 -2.00497 1.11827 0.0 0.0 0.0 0.070
H -6.25203 -0.50832 1.40988 0.0 0.0 0.0 0.076
H -4.53354 -1.91977 3.52465 0.0 0.0 0.0 0.110
H -5.34971 -0.38531 3.72513 0.0 0.0 0.0 0.103
H -5.24419 1.80067 3.15506 0.0 0.0 0.0 0.104
H -4.17523 2.99897 2.45359 -0.1 0.0 0.0 0.106
H -3.74512 1.61633 5.15747 0.0 0.0 0.0 0.076
H -4.30856 3.28002 4.93047 0.0 0.0 0.0 0.070
H -2.66209 2.82294 4.46344 0.0 0.0 0.0 0.066
H -3.21288 -2.91817 1.95658 0.0 0.0 0.0 0.108
H -2.07000 -6.31753 0.86191 0.0 0.0 0.0 0.101
H -3.18534 -5.04701 1.31428 0.0 0.0 0.0 0.102
H -0.81101 -6.00114 3.00284 0.0 0.0 0.0 0.065
H -2.51539 -6.34579 3.33720 0.0 0.0 0.0 0.069
H -1.89556 -4.68855 3.45539 0.0 0.0 0.0 0.071
H 2.09932 -3.94356 -1.44685 0.0 0.0 0.0 0.107
H 3.25033 2.26872 -1.51107 0.0 0.0 0.0 0.105
H -2.00159 3.28233 2.01389 0.0 0.0 0.0 0.105
H 2.05721 5.67974 -0.45489 0.0 0.0 0.0 0.099
H 2.79205 4.47699 -1.49385 0.0 0.0 0.0 0.102
H 3.47903 4.91981 1.46150 0.0 0.0 0.0 0.068
H 4.48310 5.40099 0.08350 0.0 0.0 0.0 0.069
H 4.20964 3.68577 0.43634 0.0 0.0 0.0 0.070
H -1.22743 5.26531 1.25391 0.0 0.0 0.0 0.098
H 0.28895 6.02451 0.81634 0.0 0.0 0.0 0.100
H -0.19751 4.48170 3.42275 0.0 0.0 0.0 0.067
H -0.16112 6.24749 3.27350 0.0 0.0 0.0 0.070
H 1.30365 5.29274 2.98173 0.0 0.0 0.0 0.069
H 4.76427 -2.34735 -3.53911 0.0 0.0 0.0 0.105
H 3.53300 -3.51518 -3.10118 0.0 0.0 0.0 0.108
H 5.91374 -2.67988 -1.35665 0.0 0.0 0.0 0.075
H 5.71357 -4.23865 -2.17212 0.0 0.0 0.0 0.071
H 4.64677 -3.78979 -0.83192 0.0 0.0 0.0 0.067
H 5.57978 -0.27586 -2.95618 0.0 0.0 0.0 0.105
H 5.10626 1.21395 -2.16871 0.0 0.0 0.0 0.108
H 3.86759 0.15926 -4.76873 0.0 0.0 0.0 0.075
H 5.08236 1.44579 -4.67492 0.0 0.0 0.0 0.070
H 3.46524 1.69155 -3.99412 0.0 0.0 0.0 0.066
H 0.93961 -5.86716 -1.31458 0.0 0.0 0.0 0.103
H -0.17021 -6.69123 -0.24055 0.0 0.0 0.0 0.100
H 2.50296 -5.45087 0.61281 0.0 0.0 0.0 0.064
H 2.19967 -7.18451 0.40116 0.0 0.0 0.0 0.069
H 1.38543 -6.28153 1.68978 0.0 0.0 0.0 0.066
C -0.71342 1.03155 -5.06342 0.0 0.0 0.1 -0.100
N -1.16405 1.89520 -3.98181 -0.1 -0.1 -0.2 -0.042
C -1.44002 1.47024 -2.73742 0.5 -0.1 0.0 -0.815
S -1.21764 -0.14553 -2.27435 -0.2 -0.1 -0.2 0.689
N -1.85169 2.39602 -1.86490 -0.1 0.2 0.0 -0.027
C -1.81437 3.82456 -2.10813 0.0 -0.1 0.0 -0.066
H -0.93427 1.52035 -6.01061 0.0 0.0 0.0 0.084
H -1.23656 0.07987 -5.01822 0.0 0.0 0.0 0.056
H 0.35813 0.83325 -4.99937 0.0 0.0 0.0 0.080
H -1.27426 2.87343 -4.18425 0.0 0.0 0.0 0.112
H -1.91915 2.08519 -0.91097 0.0 -0.1 0.2 0.083
H -2.52763 4.11514 -2.88473 0.0 0.0 0.0 0.087
H -0.81074 4.16120 -2.38549 0.0 0.0 0.0 0.092
H -2.09002 4.33137 -1.18769 0.0 0.0 0.0 0.085